{"formula": "C3H16NO4", "method": "wB97M-V/def2-TZVPD", "species": ["C", "C", "C", "O", "N", "H", "H", "H", "H", "H", "H", "H", "H", "H", "H", "H", "H", "O", "H", "H", "O", "H", "H", "O"], "coordinates": [[-0.011, -0.809, 1.010], [-0.282, -1.462, -0.360], [0.963, -2.187, -0.862], [1.338, -3.228, 0.045], [-0.479, 0.585, 1.105], [1.098, -0.827, 1.162], [-0.245, -1.482, 1.885], [-1.012, -2.267, -0.282], [-0.745, -0.746, -1.035], [0.838, -2.655, -1.838], [1.762, -1.474, -0.999], [0.638, -3.869, 0.181], [-0.760, 0.932, 0.179], [0.277, 1.094, 1.560], [-1.399, 0.740, 1.557], [0.485, 2.796, -0.461], [-0.925, 3.477, -0.762], [-0.481, 2.692, -0.421], [-3.566, 0.928, -1.186], [-2.507, 1.969, -1.516], [-2.615, 1.032, -1.299], [2.614, 2.115, 1.434], [2.789, 1.016, 0.211], [2.225, 1.632, 0.692]], "forces_ev_per_angstrom": [[1.5, -2.2, 0.7], [-0.3, -0.7, 0.4], [-0.7, -0.5, -0.3], [0.8, 0.8, 0.3], [-1.3, -1.2, 0.0], [-0.8, 0.7, -0.4], [-0.7, 1.1, -0.9], [-0.4, 0.1, 0.3], [0.4, 0.0, -0.3], [-0.4, 0.2, -0.2], [0.7, 0.0, 0.5], [-0.3, 0.1, -0.3], [0.9, 0.6, -0.2], [0.1, 1.1, -0.1], [0.4, -0.4, 0.7], [0.0, 0.3, 0.0], [0.4, 0.2, 0.0], [-0.1, -0.1, -0.1], [0.0, -0.1, 0.0], [0.2, -0.2, 0.1], [-0.1, 0.1, 0.0], [0.7, -0.3, -0.1], [0.7, 0.2, 0.5], [-1.5, 0.2, -0.4]], "homo_lumo_gap_ev": [3.18, 11.27], "total_charge": 0, "multiplicity": 2, "molar_mass_g_mol": 130.2, "total_energy_ha": -479.46157, "homo_ha": [-0.0981, -0.3973]}